Entry 1:
C36H23N5O2S2Sc | wB97M-V/def2-TZVPD

Last column: natural (NBO) charge in e.
Geometry (Å):
Sc -0.089 1.292 -1.032  1.5651
C 1.279 4.501 -0.050  -0.2510
O 0.808 3.189 0.340  -0.5102
C 1.377 2.710 1.505  0.2957
C 2.226 3.398 2.406  -0.2729
C 2.501 2.801 3.628  -0.2203
C 2.227 1.481 3.917  -0.2344
C 1.513 0.693 2.989  -0.2074
C 0.956 1.378 1.864  0.1429
N -0.034 0.785 1.122  -0.4068
N -0.643 -0.219 1.721  -0.1328
C -1.972 -0.310 1.444  0.0174
C -2.695 0.252 0.314  0.4351
O -2.075 0.815 -0.686  -0.7223
C -4.135 0.085 0.254  -0.2828
C -4.717 -0.799 1.125  -0.1125
C -4.011 -1.649 2.033  -0.1193
C -4.593 -2.772 2.682  -0.1878
C -3.843 -3.534 3.525  -0.2388
C -2.469 -3.223 3.721  -0.1959
C -1.878 -2.130 3.122  -0.2247
C -2.604 -1.338 2.234  0.0719
H 1.008 5.196 0.746  0.1787
H 0.711 4.818 -0.904  0.2402
H 2.307 4.492 -0.280  0.1938
H 2.605 4.398 2.142  0.2268
H 3.055 3.382 4.340  0.2075
H 2.516 1.118 4.945  0.2130
H 1.364 -0.393 3.100  0.2342
H -4.628 0.512 -0.598  0.2387
H -5.751 -1.060 1.039  0.2025
H -5.638 -3.066 2.589  0.2099
H -4.317 -4.324 4.088  0.2069
H -1.929 -3.848 4.485  0.2074
H -0.851 -1.890 3.345  0.2299
S -1.004 3.404 -2.554  -0.2953
C -0.448 2.382 -3.869  -0.1921
S 0.144 0.804 -3.724  -0.1788
C -0.408 2.943 -5.193  -0.5140
C -0.425 4.287 -5.489  0.3211
N -0.447 5.430 -5.760  -0.4208
C -0.206 2.085 -6.313  0.3275
N -0.034 1.435 -7.244  -0.4082
C 4.563 1.977 -0.910  -0.2030
C 4.978 0.751 -0.361  -0.2442
C 4.034 -0.291 -0.260  -0.2083
C 2.699 -0.172 -0.706  -0.0980
C 2.278 1.099 -1.119  -0.4010
C 3.224 2.074 -1.371  -0.2480
C 1.770 -1.241 -0.701  0.2356
C 2.146 -2.536 -0.242  -0.2373
C 1.308 -3.633 -0.340  -0.1340
C 0.037 -3.499 -0.901  -0.1325
C -0.866 -4.561 -1.064  -0.1776
C -2.126 -4.356 -1.669  -0.2205
C -2.442 -3.104 -2.164  -0.2063
C -1.539 -2.049 -2.165  -0.2169
C -0.303 -2.161 -1.431  0.2698
N 0.514 -1.081 -1.211  -0.5181
H 5.205 2.848 -0.991  0.2002
H 5.999 0.611 0.064  0.2016
H 4.486 -1.161 0.176  0.1894
H 3.042 2.939 -1.974  0.2031
H 3.131 -2.584 0.172  0.2123
H 1.616 -4.515 0.173  0.2092
H -0.559 -5.587 -0.912  0.2054
H -2.818 -5.170 -1.785  0.2092
H -3.392 -2.981 -2.675  0.2141
H -1.736 -1.130 -2.704  0.2591

## Properties
Kohn-Sham gap (eV): 4.85
Maximum force (eV Å⁻¹): 3.77
Charge: -1
M (Da): 666.7
Energy (eV): -91624.2823

=====

Entry 2:
C36H24ClF10N8O7PS2Zr | wB97M-V/def2-TZVPD

Last column: Mulliken charge in e.
Geometry (Å):
Zr -0.324 1.215 0.696  0.3424
O 3.583 2.872 -3.160  -0.5578
C 4.186 2.166 -2.225  0.3149
O 5.372 2.171 -2.061  -0.5552
C 3.295 1.320 -1.356  0.5721
C 3.735 0.308 -0.488  0.3231
Cl 5.329 -0.192 -0.268  -0.1102
N 2.639 -0.225 0.121  0.3827
N 1.538 0.415 -0.288  1.2422
C 1.905 1.346 -1.176  -0.3881
C 0.747 1.956 -1.899  1.0420
O 0.925 2.440 -3.025  -1.2718
O -0.367 1.786 -1.334  -0.3749
C 2.454 -1.349 0.964  0.2001
C 3.480 -1.920 1.710  -0.7841
C 3.216 -3.025 2.503  -0.8754
C 1.945 -3.569 2.556  -0.8660
C 0.923 -3.002 1.810  -1.2874
C 1.164 -1.892 1.022  0.7230
H 2.600 2.788 -3.189  0.3356
H 4.478 -1.522 1.681  0.4134
H 4.009 -3.460 3.088  0.4451
H 1.747 -4.427 3.177  0.4839
H -0.066 -3.432 1.835  0.5628
H 0.358 -1.458 0.431  0.3216
O 2.405 -7.035 -4.223  -0.4517
C 2.111 -6.010 -5.028  0.6357
O 2.278 -6.068 -6.211  -0.5150
C 1.563 -4.770 -4.372  0.7699
C 0.827 -3.902 -5.177  -1.1581
C 0.340 -2.712 -4.676  -0.4763
C 0.594 -2.381 -3.354  0.8093
S 0.060 -0.824 -2.640  0.3664
C 1.334 -3.228 -2.541  -0.5816
C 1.822 -4.420 -3.049  -1.1840
H 2.153 -6.892 -3.302  0.3044
H 0.650 -4.181 -6.203  0.4581
H -0.227 -2.045 -5.308  0.3236
H 1.534 -2.953 -1.516  0.4282
H 2.422 -5.044 -2.400  0.3130
F 0.510 3.099 0.660  -0.3844
P -0.956 3.990 1.098  1.5133
F -0.872 3.054 2.443  -0.2696
F -2.298 4.631 1.540  -0.3186
F -0.995 4.454 -0.398  -0.3829
F -1.868 2.571 0.552  -0.3343
F -0.022 5.105 1.639  -0.3369
S -1.839 -0.638 -3.373  -0.2155
C -1.691 0.512 -4.687  0.5043
N -2.564 0.508 -5.685  -0.2303
C -2.321 1.615 -6.606  -0.5599
C -1.030 2.233 -6.032  -0.5541
N -0.791 1.454 -4.823  0.3334
H -3.353 -0.113 -5.757  0.2148
H -3.162 2.313 -6.594  0.3353
H -2.190 1.240 -7.623  0.3147
H -1.137 3.289 -5.782  0.3397
H -0.176 2.128 -6.705  0.3531
H -0.111 1.801 -4.124  0.1529
F -5.855 1.527 2.873  -0.3259
C -4.723 1.070 3.409  0.0798
C -4.557 1.130 4.775  0.0300
F -5.533 1.663 5.504  -0.3092
C -3.404 0.622 5.439  0.3535
C -2.409 0.100 4.574  0.2276
C -2.555 0.130 3.211  0.7279
F -1.489 -0.347 2.453  -0.0503
C -3.721 0.560 2.548  0.8026
C -3.848 0.464 1.122  -0.3342
C -2.758 0.083 0.390  0.5871
N -1.756 -0.211 -0.155  -0.4194
C -5.020 0.787 0.406  -0.3466
N -5.939 1.017 -0.239  -0.5557
F -1.289 -0.444 5.060  -0.3778
C -3.250 0.639 6.840  0.6488
C -2.107 0.131 7.477  0.0140
N -1.181 -0.277 8.024  -0.5461
C -4.202 1.176 7.720  -0.1097
N -4.940 1.603 8.490  -0.4672
C 0.801 1.847 4.409  -1.4767
C 1.456 0.973 3.328  0.6033
C 2.821 1.560 2.949  -0.9805
O 0.656 0.854 2.184  0.0049
H 1.187 1.564 5.384  0.5416
H -0.275 1.695 4.412  0.0863
H 1.001 2.900 4.234  0.3880
H 1.582 -0.043 3.739  0.2172
H 2.656 2.413 2.286  0.1861
H 3.442 0.825 2.445  0.0808
H 3.338 1.898 3.842  0.5686

## Properties
2S+1: 2
Kohn-Sham gap (alpha / beta) (eV): 6.35 / 6.39
Expectation value of S²: 0.797
Maximum force (eV Å⁻¹): 2.80
Charge: +1
M (Da): 1092.4
Energy (eV): -135912.6716

=====

Entry 3:
C36H26Br2CuN3OP | wB97M-V/def2-TZVPD

Last column: natural (NBO) charge in e.
Geometry (Å):
Cu 0.676 -0.328 -1.236  1.2145
C -3.659 -1.795 1.984  -0.2268
C -3.808 -0.564 1.363  -0.1520
C -2.699 0.238 1.116  -0.2244
C -1.428 -0.190 1.481  -0.3373
C -1.287 -1.434 2.101  -0.2227
C -2.392 -2.229 2.361  -0.2112
P 0.120 0.704 1.110  0.7728
C 0.564 1.459 2.731  -0.3141
C -0.170 1.284 3.898  -0.2272
C 0.225 1.909 5.079  -0.1941
C 1.357 2.707 5.103  -0.2158
C 2.101 2.881 3.940  -0.2253
C 1.711 2.257 2.767  -0.1542
C -0.347 2.253 0.230  -0.3272
C -1.135 3.199 0.830  -0.1994
C -1.342 4.459 0.231  -0.2259
C -0.701 4.773 -0.933  -0.1559
C 0.140 3.832 -1.575  -0.1008
C 0.844 4.162 -2.766  -0.1961
C 1.644 3.242 -3.371  -0.2137
C 1.741 1.926 -2.843  -0.2722
C 1.071 1.554 -1.713  -0.3338
C 0.288 2.535 -1.021  0.0159
H -4.524 -2.422 2.162  0.2180
H -4.788 -0.230 1.046  0.2124
H -2.823 1.177 0.589  0.2371
H -0.295 -1.790 2.368  0.2145
H -2.266 -3.193 2.837  0.2145
H -1.060 0.667 3.892  0.2257
H -0.360 1.770 5.979  0.2126
H 1.660 3.195 6.021  0.2136
H 2.987 3.504 3.949  0.2137
H 2.288 2.408 1.860  0.2077
H -1.579 2.999 1.798  0.2154
H -1.983 5.184 0.717  0.2128
H -0.822 5.754 -1.380  0.2074
H 0.736 5.159 -3.178  0.2049
H 2.187 3.504 -4.271  0.2060
H 2.348 1.201 -3.381  0.1920
Br -4.133 0.552 -2.562  0.0668
C -3.350 -1.057 -1.975  -0.2133
C -4.163 -2.185 -1.779  -0.2041
C -3.650 -3.350 -1.285  -0.1481
Br -4.806 -4.828 -1.005  0.0394
C -2.275 -3.444 -0.968  -0.0366
C -1.628 -4.587 -0.445  -0.1321
C -0.292 -4.549 -0.167  -0.2704
C 0.423 -3.363 -0.401  0.0673
N -0.145 -2.285 -0.881  -0.5121
C -1.475 -2.303 -1.177  0.0623
C -1.993 -1.060 -1.688  0.4111
O -1.205 -0.046 -1.814  -0.8054
H -5.218 -2.118 -2.009  0.2390
H -2.204 -5.486 -0.269  0.2318
H 0.220 -5.414 0.233  0.2252
H 1.482 -3.294 -0.175  0.2023
N 2.162 -2.107 -3.309  -0.7882
C 3.063 -1.694 -2.370  0.4058
C 4.433 -1.974 -2.516  -0.2968
C 5.301 -1.557 -1.542  -0.1253
C 4.816 -0.870 -0.426  -0.3079
C 3.467 -0.638 -0.358  0.0893
N 2.593 -1.047 -1.299  -0.5791
H 2.504 -2.377 -4.213  0.3972
H 1.220 -1.751 -3.271  0.4082
H 4.780 -2.507 -3.392  0.2199
H 6.360 -1.759 -1.644  0.2223
H 5.470 -0.520 0.359  0.2301
H 3.022 -0.103 0.472  0.2197

## Properties
2S+1: 2
Kohn-Sham gap (alpha / beta) (eV): 7.25 / 7.25
Expectation value of S²: 0.755
Maximum force (eV Å⁻¹): 0.49
Charge: 0
M (Da): 771.0
Energy (eV): -238286.7817

=====

Entry 4:
C36H26Br2F3FeN3O5SSb | wB97M-V/def2-TZVPD

Last column: Mulliken charge in e.
Geometry (Å):
Fe 0.274 1.672 1.581  0.4331
O 0.187 1.297 3.531  -0.6071
N 1.313 0.937 4.126  0.3131
C 1.195 0.465 5.384  -0.3145
C 2.284 0.109 6.131  -0.7719
C 3.551 0.234 5.551  -0.0702
C 3.658 0.695 4.266  -0.8556
C 2.529 1.059 3.496  0.6783
S 2.596 1.605 1.898  -0.5034
H 0.169 0.403 5.715  0.4562
H 2.142 -0.268 7.134  0.3696
H 4.440 -0.041 6.105  0.3501
H 4.618 0.789 3.780  0.3807
C 0.693 5.126 -0.223  -1.5474
C 0.536 3.786 0.453  0.8682
O 0.593 2.731 -0.239  -0.4183
O 0.335 3.723 1.696  -0.5968
H 1.462 5.061 -0.992  0.3228
H 0.939 5.897 0.504  0.3568
H -0.250 5.383 -0.711  0.3076
Br -3.779 -5.007 2.224  -0.2814
C -2.967 -3.289 2.396  -0.1226
C -3.626 -2.287 3.122  -0.4150
N -3.144 -1.091 3.301  -0.7946
C -1.977 -0.721 2.603  0.5040
C -1.156 -1.794 2.038  0.4168
C -1.682 -3.053 1.911  -1.0100
C 0.160 -1.508 1.366  -0.1072
O 0.937 -2.448 1.150  -0.8154
O 0.377 -0.298 0.998  0.7685
H -4.572 -2.527 3.606  0.3562
H -1.407 0.023 3.151  0.0659
H -1.094 -3.822 1.428  0.7123
F -0.211 0.898 -8.127  -0.3633
C -0.201 0.721 -6.775  0.4302
C -0.480 1.796 -5.961  -0.6441
C -0.471 1.595 -4.583  -0.2515
C -0.178 0.354 -4.020  -0.4521
C 0.089 -0.701 -4.891  0.0848
C 0.081 -0.532 -6.270  -0.8004
Sb -0.150 0.207 -1.825  0.7936
C 2.006 0.138 -1.839  0.2842
C 2.726 -0.615 -0.913  0.2400
C 4.117 -0.614 -0.925  -0.8203
C 4.773 0.159 -1.856  0.3593
F 6.137 0.166 -1.872  -0.3859
C 4.099 0.935 -2.776  -0.6514
C 2.710 0.914 -2.757  -0.7315
C -0.478 -1.924 -1.821  0.3025
C 0.499 -2.888 -2.055  -0.2320
C 0.202 -4.242 -2.008  -0.6943
C -1.094 -4.620 -1.719  0.3570
F -1.388 -5.947 -1.671  -0.3964
C -2.094 -3.706 -1.470  -0.5971
C -1.769 -2.356 -1.522  -0.4244
H -0.703 2.761 -6.398  0.4197
H -0.697 2.438 -3.937  0.3489
H 0.310 -1.684 -4.490  0.3353
H 0.289 -1.350 -6.947  0.4178
H 2.210 -1.199 -0.158  0.1607
H 4.680 -1.188 -0.200  0.4577
H 4.652 1.539 -3.485  0.4171
H 2.181 1.521 -3.481  0.3741
H 1.521 -2.585 -2.252  0.4311
H 0.961 -4.997 -2.166  0.4141
H -3.088 -4.047 -1.211  0.4547
H -2.547 -1.631 -1.305  0.2238
Br -6.445 1.638 1.146  -0.3029
C -4.535 1.585 1.352  0.2176
C -3.888 2.740 1.833  -1.1103
C -2.500 2.686 1.836  -0.3686
N -1.769 1.649 1.478  0.6184
C -2.413 0.419 1.224  2.2808
C -3.860 0.471 1.006  -1.0754
H -4.422 3.633 2.116  0.4042
H -1.933 3.566 2.130  0.4598
H -1.898 -0.131 0.442  -1.9607
H -4.366 -0.413 0.640  0.5463

## Properties
2S+1: 2
Kohn-Sham gap (alpha / beta) (eV): 4.95 / 5.71
Expectation value of S²: 0.779
Maximum force (eV Å⁻¹): 0.71
Charge: -2
M (Da): 1007.1
Energy (eV): -252459.9747